ORCA calculation (the ωB97M-V functional and the def2-TZVPD basis) on 2 unconnected molecules or ions with the total composition C32H25N2O4S.

```
64
Properties=species:S:1:pos:R:3:nbo_charge:R:1
C 4.71 1.03 3.85 -0.23
C 3.97 1.45 4.97 -0.23
C 2.66 1.91 4.83 -0.19
C 2.08 1.96 3.56 -0.30
S 0.52 2.81 3.23 2.16
C -0.41 1.60 2.34 -0.82
C -1.79 1.58 2.65 0.02
C -2.54 0.36 2.78 -0.29
C -3.82 0.36 3.35 -0.11
C -4.44 1.58 3.72 -0.32
C -5.74 1.64 4.34 0.32
N -6.77 1.71 4.89 -0.42
C -3.76 2.79 3.49 -0.15
C -2.48 2.81 2.97 -0.25
O -0.07 3.04 4.53 -0.97
O 0.88 3.94 2.40 -0.96
C 2.77 1.46 2.46 -0.15
C 4.09 1.02 2.59 -0.23
H 5.75 0.72 3.96 0.20
H 4.43 1.44 5.97 0.21
H 2.10 2.27 5.69 0.24
H 0.14 0.75 1.94 0.21
H -2.05 -0.56 2.45 0.20
H -4.33 -0.58 3.56 0.20
H -4.24 3.74 3.77 0.21
H -2.00 3.78 2.79 0.22
H 2.30 1.50 1.48 0.24
H 4.63 0.70 1.69 0.20
C -4.18 -4.69 -2.48 -0.39
N -3.51 -3.54 -3.06 -0.50
C -3.62 -3.43 -4.50 -0.39
C -2.60 -2.77 -2.32 0.20
C -1.25 -3.16 -2.22 -0.23
C -0.33 -2.33 -1.62 -0.14
C -0.72 -1.04 -1.16 -0.13
C 0.26 -0.03 -0.87 0.00
C 1.40 0.10 -1.63 -0.32
C 2.48 1.07 -1.31 0.52
O 2.45 1.98 -0.48 -0.52
C 3.56 0.83 -2.29 -0.04
C 3.05 0.03 -3.32 -0.16
C 3.74 -0.13 -4.52 -0.17
C 4.99 0.48 -4.63 -0.20
C 5.54 1.22 -3.56 -0.20
C 4.82 1.41 -2.38 -0.20
C 1.66 -0.43 -3.00 0.62
O 0.93 -1.03 -3.78 -0.56
C -2.10 -0.76 -1.07 -0.10
C -3.03 -1.59 -1.67 -0.24
H -3.95 -4.74 -1.41 0.21
H -5.27 -4.60 -2.62 0.18
H -3.87 -5.62 -2.98 0.17
H -3.00 -2.61 -4.85 0.22
H -3.32 -4.36 -5.00 0.17
H -4.67 -3.26 -4.79 0.18
H -0.92 -4.09 -2.70 0.21
H 0.72 -2.62 -1.55 0.21
H 0.05 0.74 -0.12 0.26
H 3.30 -0.70 -5.33 0.23
H 5.55 0.38 -5.56 0.21
H 6.53 1.65 -3.68 0.21
H 5.22 1.99 -1.54 0.24
H -2.40 0.16 -0.57 0.23
H -4.09 -1.33 -1.67 0.22
```

Properties
- Frontier orbital gap: 0.15636 Ha
- Net charge: -1
- LUMO level: 0.83 eV
- Highest occupied orbital energy: -3.43 eV